Model 1:
ORCA calculation (ωB97M-V/def2-TZVPD) on one molecule with the formula C6H9FS.

XYZ file:
```
17
Properties=species:S:1:pos:R:3:lowdin_charge:R:1
C 2.13397 0.99317 0.16058 -0.1807
C 0.78893 0.25751 0.78801 -0.4284
C -0.43956 -1.81707 -0.51456 -0.4619
C -1.25077 -0.61835 -0.04823 -0.5107
C -1.94006 0.79786 -0.27162 0.0259
C -0.44221 0.61091 -0.11959 -0.3034
H 1.96804 2.25825 -0.10253 0.1366
H 2.93733 1.03908 0.80674 -0.0201
H 2.40774 0.23175 -0.88068 0.1161
H 0.68387 0.67512 1.99237 0.1770
H -0.30592 -2.03546 -1.61963 0.0916
H -1.13748 -2.74546 -0.22708 0.1250
H -2.24483 1.55421 -1.09899 0.1233
H -2.60906 0.89567 0.76586 0.1660
H -0.04414 0.40036 -1.14736 0.1391
F -1.67373 -0.84434 1.25428 -0.0318
S 1.16789 -1.65323 0.26243 0.8363
```

Summary:
* total charge: 0
* M: 132.20 g mol⁻¹
* gap between HOMO and LUMO: 9.615 eV
* structure (SMILES): C[C@@H]1SC[C@]2(F)C[C@@H]12

Model 2:
ORCA calculation (ωB97M-V/def2-TZVPD) on one molecule with the formula C6H9FS.

XYZ file:
```
17
Properties=species:S:1:pos:R:3:lowdin_charge:R:1
C 1.30133 1.39193 -0.05664 -0.6705
C 0.20395 0.60612 0.47350 -0.2057
C 0.28669 -0.94491 0.12767 -0.1940
C -1.01642 -0.17735 -0.21432 -0.2097
C -2.31830 -0.47353 0.48838 -0.1845
C -2.44393 -1.05864 1.72424 -0.0214
H 1.05868 2.54991 -2.20136 0.0282
H 2.11895 1.39078 0.58505 0.0600
H 1.01171 2.40392 0.14008 0.0714
H -0.21875 0.89440 1.41608 0.1336
H 0.84957 -1.30146 -0.69561 0.1081
H -1.38992 -0.19899 -1.30173 0.1430
H -3.20196 0.24909 0.20756 0.1196
H -1.51033 -1.61703 2.10830 0.0686
H -3.42356 -0.93318 2.45732 0.1075
F 0.09918 -1.98695 1.05649 -0.0564
S 1.73331 1.14896 -1.71757 0.7022
```

Summary:
* total charge: 0
* M: 132.20 g mol⁻¹
* gap between HOMO and LUMO: 9.454 eV
* structure (SMILES): C=C[C@@H]1[C@H](F)[C@H]1CS

Least stable of them? model 1.

Model 1:
ORCA calculation (ωB97M-V/def2-TZVPD) on an isolated ion of composition C3H2NOS2 and charge -1.

XYZ file:
```
9
Properties=species:S:1:pos:R:3:lowdin_charge:R:1
C 1.16146 0.40899 -0.82810 -0.4854
C -0.71637 0.73527 0.16457 -0.7459
C -0.38901 -0.72639 0.62672 -1.0791
N 0.11864 1.12950 -0.77553 0.0512
O -1.64093 1.28534 0.62977 0.0676
S -1.50735 -1.67535 -0.30477 0.2670
S 1.40050 -1.04966 0.18240 0.7641
H 2.12561 0.72438 -1.44484 0.0988
H -0.55256 -0.83208 1.74977 0.0618
```

Summary:
* total charge: -1
* M: 132.19 g mol⁻¹
* gap between HOMO and LUMO: 6.131 eV
* structure (SMILES): O=C1N=CS[C@@H]1[S-]

Model 2:
ORCA calculation (ωB97M-V/def2-TZVPD) on C3H2NOS2 as an isolated structure.

XYZ file:
```
9
Properties=species:S:1:pos:R:3:lowdin_charge:R:1
C -0.09358 -0.29069 -0.83537 -0.2729
C -0.70189 -1.51452 -0.22030 -0.9897
C 0.42199 1.49681 0.82189 -0.8124
N 0.24198 0.77409 -0.24010 -0.0053
O -1.76787 -1.73977 0.27991 -0.0304
S -0.36589 2.88979 1.27344 0.4074
S 0.60535 -2.51029 -0.63909 0.5393
H 0.25542 -0.32157 -1.84185 0.0734
H 1.40450 1.21615 1.40147 0.0907
```

Summary:
* total charge: -1
* M: 132.19 g mol⁻¹
* gap between HOMO and LUMO: 7.890 eV

Least stable of them? model 2.

Model 1:
ORCA calculation (ωB97M-V/def2-TZVPD) on one molecule with the formula H4NPS.

XYZ file:
```
7
Properties=species:S:1:pos:R:3:lowdin_charge:R:1
N 1.29303 0.56271 0.26853 -0.5676
P -1.58254 -0.11350 0.31837 0.4919
S 0.60819 -0.94908 0.12835 0.3573
H 1.84857 0.83001 1.10756 0.0405
H 1.28262 1.03611 -0.70461 0.0599
H -1.49234 0.05001 -1.13455 -0.1651
H -1.95753 -1.41626 0.01635 -0.2168
```

Summary:
* total charge: 0
* M: 81.08 g mol⁻¹
* gap between HOMO and LUMO: 8.892 eV
* structure (SMILES): NSP

Model 2:
ORCA calculation (ωB97M-V/def2-TZVPD) on one molecule with the formula H4NPS.

XYZ file:
```
7
Properties=species:S:1:pos:R:3:lowdin_charge:R:1
N 0.84989 0.18816 -1.18491 -0.4502
P -0.63758 0.46641 1.29878 0.4135
S 0.26597 -0.94001 -0.01913 0.3430
H 1.77622 0.58300 -1.15040 0.0182
H 0.59918 -0.25945 -2.04694 -0.0141
H -2.02843 0.51417 0.82606 -0.1447
H -0.82525 -0.55227 2.27654 -0.1657
```

Summary:
* total charge: 0
* M: 81.08 g mol⁻¹
* gap between HOMO and LUMO: 9.467 eV
* structure (SMILES): NSP

Least stable of them? model 1.